[1]
Formula: C12H36O8
Source: OMol25
Level of theory: ωB97M-V/def2-TZVPD

Output
Energy above the lowest of the compared OMol25 structures with the same formula, charge and spin: 82.5 kJ/mol
LUMO level: 0.49 eV
SMILES: CC(C)=O.CC(C)=O.CO.CO.CO.CO.CO.CO
HOMO level: -9.507 eV

Each line ends with the Löwdin charge.
CARTESIAN COORDINATES (ANGSTROEM)
C (-0.2680, -1.1046, -1.8228)  0.010
C (0.4932, -0.4966, -0.6484)  -0.476
O (0.3688, 0.6800, -0.3682)  0.036
C (1.4198, -1.3843, 0.0782)  -0.015
H (-0.8357, -0.3403, -2.3466)  0.059
H (-1.0045, -1.8059, -1.4204)  0.092
H (0.4048, -1.6286, -2.4975)  0.089
H (1.9447, -0.8366, 0.8543)  0.077
H (2.0912, -1.7899, -0.6876)  0.098
H (0.9456, -2.2768, 0.4917)  0.098
C (-2.9631, -0.5976, 1.0716)  -0.013
C (-2.1347, -1.3880, 2.0898)  -0.485
O (-2.2490, -2.5908, 2.1905)  0.055
C (-1.0008, -0.6736, 2.8058)  -0.003
H (-2.3400, 0.2017, 0.6774)  0.047
H (-3.7491, -0.1569, 1.6949)  0.090
H (-3.3758, -1.2436, 0.3053)  0.082
H (-0.4263, -0.0122, 2.1619)  0.068
H (-0.3475, -1.4931, 3.0935)  0.065
H (-1.5210, -0.1931, 3.6407)  0.097
C (5.3161, -0.8143, 2.9650)  -0.140
O (5.1079, -2.0532, 3.6362)  -0.125
H (6.0461, -0.8311, 2.1499)  0.085
H (4.3916, -0.5464, 2.4470)  0.071
H (5.5496, -0.0042, 3.6606)  0.086
H (5.9609, -2.3827, 3.9355)  0.091
C (-2.9721, 1.7807, -2.4358)  -0.113
O (-3.3477, 0.5469, -3.0511)  -0.146
H (-1.9281, 1.6322, -2.1604)  0.062
H (-3.1252, 2.6053, -3.1321)  0.090
H (-3.4733, 1.9734, -1.4846)  0.080
H (-4.2853, 0.3486, -3.0086)  0.092
C (2.0006, -3.2830, 3.8576)  -0.165
O (2.2424, -2.0118, 3.2980)  -0.139
H (1.4382, -3.2443, 4.8000)  0.076
H (1.3689, -3.8925, 3.2051)  0.076
H (2.9217, -3.8309, 4.0657)  0.075
H (3.1693, -1.8029, 3.4858)  0.025
C (2.1423, 3.3305, -1.2933)  -0.179
O (2.6461, 4.3851, -2.0799)  -0.114
H (2.1528, 3.5373, -0.2213)  0.080
H (1.0940, 3.1151, -1.5157)  0.064
H (2.7372, 2.4214, -1.4367)  0.072
H (2.1714, 4.4514, -2.9071)  0.070
C (-1.9362, 3.0026, 1.4556)  -0.168
O (-1.3194, 2.9748, 0.1899)  -0.131
H (-1.1898, 2.8945, 2.2561)  0.079
H (-2.3472, 3.9932, 1.6366)  0.079
H (-2.6558, 2.1998, 1.6256)  0.055
H (-0.8551, 2.1328, 0.0637)  0.019
C (-2.4739, -0.7717, -6.1753)  -0.188
O (-1.8083, 0.1758, -5.3777)  -0.136
H (-2.6550, -1.7485, -5.7085)  0.073
H (-3.4285, -0.4201, -6.5701)  0.073
H (-1.7880, -1.0178, -6.9874)  0.074
H (-2.3207, 0.2846, -4.5523)  0.025


[2]
Formula: C3H5NO2
Source: OMol25
Level of theory: ωB97M-V/def2-TZVPD

Output
Energy above the lowest of the compared OMol25 structures with the same formula, charge and spin: 654.0 kJ/mol
LUMO level (spin up / spin down): -0.44 / -0.67 eV
HOMO level (spin up / spin down): -8.346 / -8.077 eV

Each line ends with the Löwdin charge.
CARTESIAN COORDINATES (ANGSTROEM)
C (-0.7635, -0.6093, 0.1233)  -0.194
C (0.2901, 0.5131, 0.2470)  -0.305
C (1.4178, 0.2370, -0.5087)  0.081
O (-1.1203, -1.3486, 1.1942)  0.060
N (-1.1513, 1.0227, -0.3399)  -0.076
O (-1.2321, 1.1552, -1.5674)  -0.093
H (-0.8044, -0.9567, 2.0208)  0.117
H (-0.7602, -1.1719, -0.8047)  0.143
H (0.3946, 0.8582, 1.2739)  0.133
H (2.3986, 0.1788, -0.0568)  0.063
H (1.3306, 0.1216, -1.5818)  0.070